# C5H10O

A cluster of 2 separate species, C5H10O in total (ωB97M-V with the def2-TZVPD basis set, OMol25).

The geometry in XYZ format:
```
16
Properties=species:S:1:pos:R:3:forces:R:3:nbo_charge:R:1
C -0.074250 -0.535953 -1.900538 -0.0534 -0.0383 0.1154 -0.77
C 0.599698 0.393567 -0.974207 -0.1746 0.0274 -0.1698 0.19
C 0.418377 -1.735432 1.276600 -0.0222 -0.0045 -0.0001 -0.86
C -0.115969 1.475579 -0.391620 0.0394 -0.0140 -0.0960 0.37
O -0.289438 2.352932 -1.244763 0.0335 -0.1478 0.2046 -0.56
C -0.449185 1.628713 1.066739 -0.0198 0.0430 -0.0006 -0.71
H 0.186322 -0.142657 -2.895735 0.0115 -0.0058 0.1176 0.30
H -1.168570 -0.613208 -1.844057 0.1516 0.0478 0.0490 0.20
H 0.391810 -1.526698 -1.863637 -0.0210 0.1723 -0.0304 0.25
H 1.118006 -1.055926 0.774631 -0.1002 -0.1236 0.1109 0.22
H -0.604111 -1.543356 0.937434 0.1641 -0.0416 0.0572 0.21
H 0.475275 -1.582759 2.357050 -0.0037 -0.0228 -0.1578 0.22
H 0.689288 -2.766148 1.035523 -0.0386 0.1454 0.0384 0.22
H -1.265899 0.955329 1.351362 0.1201 0.0721 -0.0876 0.23
H 0.418723 1.381741 1.686352 -0.1243 0.0230 -0.1204 0.24
H -0.755628 2.661957 1.245732 0.0372 -0.1327 -0.0305 0.24
```
Positions in Å, forces in eV/Å.

Results
Frontier orbital gap ... 8.51 eV
ΔE to the lowest compared entry with this formula, charge and spin ... 362.26 kJ/mol
HOMO ... -8.76 eV
LUMO level ... -0.00921 Ha
DFT total energy ... -7391.01073 eV